# 1
C38H32N5O4PtS | the ωB97M-V functional and the def2-TZVPD basis

Expectation value of S²: 2.049
Spin multiplicity: 3
HOMO level (alpha / beta): -2.6 / -4.8 eV
Electronic energy: -2559.59683 Ha
Total charge: -1
Gap between HOMO and LUMO (alpha / beta): 5.191 / 5.706 eV

The geometry in XYZ format:
```
81
Properties=species:S:1:pos:R:3:mulliken_charge:R:1
Pt -0.0567 0.0830 0.1136 -0.154
C -2.0912 3.3601 3.1838 -1.335
C -2.2888 3.3769 1.6715 1.053
C -2.6196 4.6493 1.2004 -0.785
C -2.9684 4.8775 -0.1129 -0.999
C -3.0642 3.8000 -0.9803 -0.746
C -2.7507 2.5205 -0.5544 1.328
C -3.0515 1.3557 -1.4604 -1.399
C -2.2641 2.3122 0.7583 -0.388
N -1.7431 1.0200 1.0743 0.369
C -2.5245 0.1373 1.7378 -0.114
O -3.6812 0.2927 2.1106 -0.781
C -1.8151 -1.1740 1.9805 0.739
C -2.2371 -2.1575 2.8502 -0.725
C -1.5111 -3.3393 2.9197 -0.442
C -0.4275 -3.5328 2.0745 -0.510
C -0.0704 -2.5146 1.2168 0.407
N -0.7392 -1.3635 1.2254 0.713
C 0.9947 -2.6095 0.1551 -0.105
O 1.6058 -3.6643 -0.0105 -0.800
N 1.1068 -1.4736 -0.5651 1.071
C 1.9745 -1.4671 -1.6920 -0.854
C 1.5577 -2.1057 -2.8644 1.240
C 0.2458 -2.8396 -2.8969 -1.473
C 2.3735 -2.0530 -3.9897 -1.057
C 3.5861 -1.3838 -3.9563 -0.846
C 3.9983 -0.7714 -2.7825 -1.060
C 3.2090 -0.8071 -1.6387 1.409
C 3.6873 -0.1959 -0.3544 -0.936
H -1.4171 4.1904 3.4317 0.364
H -1.2073 1.6303 3.2303 0.130
H -3.0665 3.6120 3.6080 0.473
H -2.5969 5.4805 1.9007 0.370
H -3.1989 5.8816 -0.4516 0.403
H -3.3945 3.9518 -2.0027 0.355
H -3.1685 1.6883 -2.4920 0.447
H -3.9832 0.8808 -1.1367 0.321
H -2.2796 0.5944 -1.4262 -0.034
H -3.1217 -1.9751 3.4447 0.521
H -1.8025 -4.1148 3.6169 0.419
H 0.1412 -4.4525 2.0528 0.533
H -0.5619 -2.2152 -2.5061 0.171
H 0.3034 -3.7303 -2.2669 0.277
H -0.0042 -3.1454 -3.9134 0.465
H 2.0480 -2.5439 -4.9014 0.364
H 4.2142 -1.3458 -4.8391 0.398
H 4.9573 -0.2635 -2.7463 0.355
H 4.6801 0.2421 -0.4813 0.386
H 3.7290 -0.9526 0.4351 0.321
H 3.0010 0.5740 -0.0066 -0.235
O 1.4508 0.0849 3.1997 -0.800
S 1.2846 1.5311 2.9434 0.889
O -1.6553 2.2033 3.8594 -0.507
N 1.3953 1.7316 1.3006 0.098
C 1.1974 2.9136 0.6577 -0.080
C 1.3978 4.2021 1.2316 -0.281
C 1.3923 5.3149 0.4238 -1.193
C 1.1764 5.1922 -0.9493 -0.569
C 0.9366 3.9411 -1.5559 1.188
C 0.7170 3.7718 -2.9430 -1.352
C 0.5002 2.4660 -3.4377 -0.882
C 0.4424 1.4095 -2.5805 -0.516
N 0.5836 1.5450 -1.2191 1.256
C 0.9001 2.7947 -0.7235 0.374
C 2.8615 2.2705 3.4215 -0.180
C 2.8470 3.1855 4.4634 -0.168
C 4.0464 3.7128 4.9287 -0.634
C 5.2440 3.3137 4.3494 -0.427
C 5.2444 2.3944 3.3049 -0.656
C 4.0512 1.8671 2.8362 -0.381
H 1.5966 4.2974 2.2918 0.351
H 1.5614 6.2922 0.8620 0.392
H 1.1693 6.0796 -1.5724 0.388
H 0.7419 4.6314 -3.6022 0.366
H 0.3750 2.2858 -4.4975 0.428
H 0.2711 0.4033 -2.9419 0.288
H 1.8993 3.4764 4.9093 0.451
H 4.0436 4.4256 5.7447 0.381
H 6.1814 3.7147 4.7156 0.364
H 6.1794 2.0867 2.8523 0.415
H 4.0351 1.1490 2.0238 0.371
```



# 2
C38H33Br2CuN3O2S4Te | the ωB97M-V functional and the def2-TZVPD basis

Expectation value of S²: 0.760
Spin multiplicity: 2
HOMO level (alpha / beta): -0.6 / -0.6 eV
Electronic energy: -10431.97486 Ha
Total charge: -2
Gap between HOMO and LUMO (alpha / beta): 4.012 / 3.970 eV

The geometry in XYZ format:
```
84
Properties=species:S:1:pos:R:3:mulliken_charge:R:1
Cu -0.0993 -0.1147 0.1967 -0.634
Br 6.4895 0.9961 -0.5995 -0.227
C 4.6199 0.6802 -0.5855 -0.132
C 4.1338 -0.6067 -0.7213 -0.735
C 2.7553 -0.7831 -0.6932 -0.183
N 1.9197 0.2359 -0.5412 0.339
C 2.4017 1.4680 -0.3904 0.371
C 3.7612 1.7526 -0.4141 -0.430
C 1.3518 2.5267 -0.1354 0.709
C 1.6759 3.8705 0.0102 -0.452
C 0.6391 4.7410 0.2953 -0.118
Br 1.0180 6.5841 0.5223 -0.228
C -0.6585 4.2790 0.4182 -0.704
C -0.8798 2.9198 0.2366 -0.208
N 0.1024 2.0688 -0.0323 0.094
H 4.7943 -1.4534 -0.8344 0.433
H 2.2889 -1.7581 -0.7657 0.299
H 4.1499 2.7486 -0.2750 0.444
H 2.6866 4.2355 -0.0843 0.462
H -1.4768 4.9420 0.6543 0.448
H -1.8674 2.4808 0.3066 0.265
O -4.8513 -4.9629 0.0467 -0.711
C -4.0914 -4.0246 -0.0971 0.639
S -2.4974 -4.1372 -0.8138 -0.234
C -2.0266 -2.4455 -0.6695 0.155
C -2.9295 -1.6254 -0.0885 -0.177
S -2.7808 0.0854 0.2565 -0.451
S -4.4446 -2.3801 0.4015 -0.216
S -0.4448 -2.0302 -1.3054 -0.519
C -2.7412 4.0684 9.1227 -1.573
C -2.2780 3.3305 7.8943 0.923
C -3.0702 2.3641 7.2931 -0.980
C -2.6468 1.6733 6.1607 1.186
C -3.5743 0.6417 5.5714 -1.618
C -1.3871 1.9352 5.5938 -0.579
Te -0.7697 0.7674 3.7916 0.291
N 0.1383 -0.6526 2.0330 1.169
C 0.8204 -1.7877 2.2037 -0.259
O 2.0568 -1.8659 2.1079 -0.901
C -0.0031 -2.9965 2.5329 0.271
C 0.6346 -4.2102 2.7526 -0.118
C -0.1072 -5.3444 3.0415 -0.658
C -1.4938 -5.2703 3.0997 -0.511
C -2.1330 -4.0613 2.8638 -0.952
C -1.3913 -2.9247 2.5743 0.309
C 1.0155 0.1779 4.8028 0.346
C 2.2682 0.5996 4.3616 1.503
C 2.4876 1.4978 3.1775 -2.173
C 3.4160 0.1697 5.0296 -1.133
C 3.3579 -0.6812 6.1131 0.965
C 4.6061 -1.1537 6.8090 -1.691
C 2.1044 -1.1175 6.5259 -1.111
C 0.9394 -0.7148 5.8888 1.213
C -0.3602 -1.2925 6.3743 -1.376
C -0.6061 2.9405 6.1768 1.226
C 0.7287 3.3548 5.6100 -1.486
C -1.0503 3.6096 7.3153 -0.819
H -3.7236 3.7183 9.4416 0.337
H -2.8137 5.1430 8.9396 0.322
H -2.0515 3.9296 9.9583 0.322
H -4.0428 2.1359 7.7191 0.217
H -4.4998 0.5834 6.1463 0.383
H -3.1113 -0.3453 5.5522 0.213
H -3.8319 0.8706 4.5364 0.318
H 1.7148 -4.2338 2.6858 0.431
H 0.3928 -6.2933 3.1967 0.369
H -2.0788 -6.1586 3.3063 0.387
H -3.2140 -4.0055 2.8667 0.460
H -1.8887 -1.9901 2.3374 0.418
H 1.5541 1.7865 2.6994 -0.367
H 3.0860 0.9594 2.4430 0.600
H 3.0266 2.4044 3.4769 0.544
H 4.3820 0.5039 4.6639 0.239
H 5.4960 -0.7190 6.3533 0.362
H 4.6998 -2.2404 6.7541 0.336
H 4.6024 -0.8807 7.8673 0.337
H 2.0293 -1.8141 7.3555 0.302
H -0.1729 -2.0287 7.1566 0.441
H -0.8929 -1.7831 5.5560 0.115
H -1.0155 -0.5201 6.7746 0.128
H 0.8783 2.9598 4.6079 -0.196
H 1.5523 2.9977 6.2322 0.305
H 0.7952 4.4447 5.5585 0.549
H -0.4194 4.3795 7.7513 0.366
```



# 3
C38H33N6NaO3PS | the ωB97M-V functional and the def2-TZVPD basis

HOMO level: -4.5 eV
Electronic energy: -2924.14659 Ha
Total charge: -1
Gap between HOMO and LUMO: 6.642 eV

The geometry in XYZ format:
```
83
Properties=species:S:1:pos:R:3:mulliken_charge:R:1
Na -0.0755 0.0807 0.2948 0.815
N -2.1744 0.1634 4.8825 -0.478
C -1.3951 0.2263 3.7361 0.414
S -1.7255 1.5070 2.6278 -0.455
N -0.4675 -0.7155 3.7205 -1.670
N 0.1421 -0.9041 2.5143 1.318
C 1.3182 -1.3931 2.5850 -1.496
C 2.0865 -1.7887 1.3791 1.182
C 3.3367 -2.3817 1.5336 -0.800
C 4.0441 -2.7682 0.4083 -0.579
C 3.4988 -2.5409 -0.8451 -1.125
C 2.2558 -1.9286 -0.9107 -0.537
N 1.5576 -1.5763 0.1674 0.991
H -2.5859 1.0437 5.1459 0.237
H -1.7540 -0.3698 5.6286 0.256
H 1.7992 -1.5434 3.5514 0.233
H 3.7424 -2.5218 2.5282 0.457
H 5.0202 -3.2270 0.5094 0.458
H 4.0249 -2.8067 -1.7527 0.468
H 1.8018 -1.6828 -1.8666 0.448
O 1.1319 1.5493 1.0869 -0.238
C 2.0843 2.0772 0.1501 3.287
C 1.7984 1.4362 -1.2774 -0.203
O 2.6966 1.5923 -2.1149 -0.829
O 0.6728 0.8903 -1.4080 -0.657
C 3.4729 1.7633 0.7112 -0.821
C 4.3987 0.9312 0.0936 -0.022
C 5.5999 0.6210 0.7281 -0.875
C 5.8949 1.1363 1.9809 -0.449
C 4.9749 1.9751 2.6040 -0.905
C 3.7819 2.2802 1.9708 -0.367
C 1.8640 3.5724 -0.0437 -0.731
C 0.5903 4.1168 0.0901 -0.388
C 0.3795 5.4748 -0.1225 -1.024
C 1.4358 6.2994 -0.4845 -0.407
C 2.7061 5.7550 -0.6349 -0.852
C 2.9173 4.4019 -0.4151 -0.284
H 0.8256 2.2233 1.7062 0.268
H 4.1815 0.5452 -0.8928 0.585
H 6.3063 -0.0355 0.2319 0.443
H 6.8292 0.8895 2.4710 0.392
H 5.1862 2.3867 3.5837 0.399
H 3.0693 2.9305 2.4668 0.360
H -0.2439 3.4743 0.3487 0.578
H -0.6173 5.8834 -0.0102 0.403
H 1.2721 7.3575 -0.6487 0.378
H 3.5368 6.3862 -0.9276 0.378
H 3.9037 3.9746 -0.5469 0.461
N -2.0704 -2.2379 -2.1751 -0.344
P -2.3265 -0.8220 -1.1556 1.601
C -3.7176 -1.3964 -0.0978 -0.280
C -4.9582 -1.7948 -0.5936 -0.268
C -5.9578 -2.2164 0.2694 -0.681
C -5.7266 -2.2333 1.6427 -0.453
C -4.4941 -1.8431 2.1460 -0.492
C -3.4903 -1.4336 1.2756 -0.224
C -3.2178 0.2229 -2.3741 0.232
C -2.8580 0.3014 -3.7173 -0.384
C -3.4934 1.1905 -4.5770 -0.726
C -4.4852 2.0334 -4.0991 -0.432
C -4.8246 1.9938 -2.7519 -0.659
C -4.1945 1.1012 -1.8993 -0.581
C -1.2307 -3.2417 -1.7245 0.670
C -0.6056 -4.1327 -2.6097 -0.914
C 0.2210 -5.0977 -2.0807 -0.366
C 0.4186 -5.1634 -0.7031 -0.736
C -0.2429 -4.2377 0.0805 -0.415
N -1.0550 -3.3010 -0.4103 0.038
H -2.0449 -2.0844 -3.1709 0.202
H -5.1431 -1.7790 -1.6624 0.381
H -6.9192 -2.5239 -0.1251 0.387
H -6.5138 -2.5470 2.3182 0.362
H -4.3059 -1.8369 3.2125 0.463
H -2.5250 -1.1333 1.6700 0.178
H -2.0410 -0.2936 -4.1109 0.220
H -3.1951 1.2346 -5.6173 0.383
H -4.9790 2.7286 -4.7667 0.368
H -5.5819 2.6623 -2.3610 0.385
H -4.4646 1.0841 -0.8495 0.453
H -0.7624 -4.0461 -3.6784 0.387
H 0.7270 -5.7927 -2.7404 0.382
H 1.0730 -5.8994 -0.2570 0.426
H -0.1144 -4.2257 1.1594 0.419
```



no.,molar mass (g/mol)
1,849.85
2,1042.92
3,707.75